# 1
Below is a molecular structure, C28H31ClF2IrN6O7S, with properties calculated with ωB97M-V/def2-TZVPD.

Summary:
* strongest force on any atom: 0.6 eV/Å
* E_HOMO (spin up / spin down): -14.323 / -14.768 eV
* LUMO level (spin up / spin down): -5.4 / -8.4 eV
* total charge: +2
* gap between HOMO and LUMO (spin up / spin down): 8.91 / 6.32 eV
* calculated total energy: -3102.60605 hartree
* expectation value of S²: 8.76
* energy above the lowest of the compared OMol25 structures with the same formula, charge and spin: 47.2 kJ/mol
* 2S+1: 6

CARTESIAN COORDINATES (ANGSTROEM)
Ir (0.58047, -0.03372, 0.18874)
O (-4.05853, 0.76733, 3.97955)
C (-2.98697, 0.50291, 4.71329)
O (-3.01798, 0.43836, 5.90678)
C (-1.69134, 0.25793, 3.98842)
C (-0.48267, 0.01706, 4.63371)
Cl (-0.09537, -0.07315, 6.26646)
N (0.46589, -0.18522, 3.69004)
N (-0.07163, -0.09228, 2.45961)
C (-1.35888, 0.19374, 2.62728)
C (-2.13565, 0.45098, 1.38086)
O (-3.27414, 0.85267, 1.37730)
O (-1.44902, 0.23854, 0.27165)
C (1.88668, -0.33009, 3.83445)
C (2.50379, -1.46967, 3.34036)
C (3.88374, -1.58009, 3.43542)
C (4.62616, -0.56205, 4.02425)
C (3.99137, 0.57003, 4.51756)
C (2.61145, 0.69545, 4.42167)
H (-3.87753, 0.80115, 3.01834)
H (1.91055, -2.27030, 2.91930)
H (4.37726, -2.47480, 3.07998)
H (5.69915, -0.66053, 4.11601)
H (4.56735, 1.35388, 4.99012)
H (2.10308, 1.56420, 4.82168)
N (2.75187, -0.50196, -0.66363)
C (3.62659, 0.68492, -0.55476)
C (3.42652, 1.29390, 0.81696)
N (1.98215, 1.58518, 0.98448)
H (3.16211, -1.29186, -0.17101)
H (2.63879, -0.77031, -1.63545)
H (3.32126, 1.39232, -1.32773)
H (4.67579, 0.43933, -0.72008)
H (4.02366, 2.19738, 0.93666)
H (3.71017, 0.58924, 1.60058)
H (1.73920, 2.47765, 0.55539)
H (1.75710, 1.67733, 1.97193)
O (0.89169, -3.58078, -5.71914)
C (1.19576, -4.69790, -4.91080)
N (1.05789, -4.17957, -3.56217)
C (0.75035, -4.97097, -2.51053)
O (0.70157, -6.17875, -2.56946)
C (0.44713, -4.26373, -1.20781)
C (-0.13229, -4.99685, -0.18002)
C (-0.44384, -4.35802, 1.00689)
C (-0.15108, -3.01414, 1.14253)
N (0.43688, -2.30696, 0.16754)
C (0.71110, -2.92595, -0.98963)
H (0.97668, -3.82415, -6.64707)
H (2.21358, -5.05728, -5.08275)
H (0.49427, -5.52415, -5.04875)
H (0.95946, -3.18130, -3.51527)
H (-0.32948, -6.04979, -0.33659)
H (-0.91346, -4.88816, 1.82314)
H (-0.39515, -2.47798, 2.04837)
H (1.13973, -2.30755, -1.76050)
F (0.36953, 3.79226, -1.07932)
C (-0.65801, 3.25443, -0.43658)
F (-0.50085, 3.39891, 0.87534)
H (-1.64279, 3.49386, -0.82499)
C (-0.83385, 0.65826, -4.26978)
S (-1.21139, 0.39406, -2.55123)
O (0.15640, -0.13130, -1.99727)
C (-2.29171, -0.99830, -2.63362)
C (-3.43663, -0.95359, -1.85178)
C (-4.30550, -2.03646, -1.87664)
C (-4.01354, -3.14205, -2.66031)
C (-2.85582, -3.17901, -3.43400)
C (-1.98952, -2.10211, -3.42776)
H (-0.37700, -0.23158, -4.69729)
H (-0.16059, 1.51053, -4.32902)
H (-1.77330, 0.88741, -4.77157)
H (-3.64163, -0.10016, -1.21902)
H (-5.20643, -2.01434, -1.27960)
H (-4.69573, -3.98101, -2.67937)
H (-2.64373, -4.03898, -4.05489)
H (-1.10798, -2.11429, -4.05434)



# 2
Below is a single C7H10S molecule, with properties calculated with ωB97M-V/def2-TZVPD.

Summary:
* strongest force on any atom: 1.1 eV/Å
* E_HOMO: -7.907 eV
* LUMO level: 0.9 eV
* gap between HOMO and LUMO: 8.81 eV
* calculated total energy: -670.87281 hartree
* SMILES string: CC1(C)[C@@H]2SC=C[C@@H]21
* energy above the lowest of the compared OMol25 structures with the same formula, charge and spin: 80.7 kJ/mol
* 2S+1: 1

CARTESIAN COORDINATES (ANGSTROEM)
C (-2.00000, -0.46365, -0.50904)
C (-0.60002, -0.23500, 0.02300)
C (-0.53465, -0.17773, 1.52845)
C (0.50088, -0.87747, -0.79680)
C (2.43721, 0.44690, 0.15890)
C (1.49674, 1.28357, -0.27613)
C (0.30025, 0.61509, -0.86245)
H (-2.45607, -1.41760, -0.11308)
H (-2.64108, 0.35706, -0.22452)
H (-2.01379, -0.50527, -1.60569)
H (0.46690, 0.06726, 1.85434)
H (-0.82748, -1.12271, 1.96835)
H (-1.20524, 0.62442, 1.91561)
H (0.18698, -1.52335, -1.63201)
H (3.37381, 0.73717, 0.63349)
H (1.57753, 2.36745, -0.23142)
H (-0.15842, 1.08487, -1.75353)
S (2.09647, -1.26103, -0.07749)



# 3
Below is a molecular structure, C4H3LiO6Yb, with properties calculated with ωB97M-V/def2-TZVPD.

Summary:
* strongest force on any atom: 3.4 eV/Å
* E_HOMO (spin up / spin down): -10.796 / -10.887 eV
* LUMO level (spin up / spin down): -6.1 / -6.1 eV
* total charge: +1
* gap between HOMO and LUMO (spin up / spin down): 4.69 / 4.78 eV
* calculated total energy: -1771.61518 hartree
* expectation value of S²: 0.75
* 2S+1: 2

CARTESIAN COORDINATES (ANGSTROEM)
O (-2.89342, -0.12969, 1.19920)
C (-1.98062, -0.61316, 0.46665)
O (-2.17614, -1.70665, -0.14077)
O (-0.85819, 0.06330, 0.36208)
C (0.23974, -0.49622, -0.28239)
O (2.02413, -0.22792, -1.73986)
C (2.56944, 0.45736, -2.80053)
C (1.00351, 0.32138, -1.02057)
O (2.13786, 1.58850, -3.09340)
O (3.51731, -0.12769, -3.36030)
Yb (-4.57539, -1.91175, 0.86765)
Li (3.53957, 1.46478, -4.61494)
H (0.36609, -1.57593, -0.22607)
H (0.70238, 1.33796, -1.27861)
H (2.25618, 2.15708, 0.50368)